Record 1
Density functional theory data (wB97M-V/def2-TZVPD) for one molecule with the formula C3H6N2O2.

Each line ends with the Mulliken charge.
Positions of all 13 atoms, in Å:
H: 1.660 0.160 -1.142  0.2012
N: 0.649 0.102 -1.205  -0.6939
C: 0.066 0.007 -0.086  0.7538
N: 0.596 -0.044 1.207  -0.0912
C: 1.919 0.038 1.570  0.0866
O: 2.289 -0.005 2.720  -0.5254
O: -1.269 -0.064 0.020  -0.3780
C: -1.978 -0.052 -1.217  -0.6510
H: -0.069 -0.138 1.964  0.2610
H: 2.615 0.149 0.721  0.2054
H: -3.036 -0.039 -0.952  0.2311
H: -1.734 -0.944 -1.799  0.2979
H: -1.708 0.830 -1.801  0.3025

DFT total energy: -377.9096 Eh
E_LUMO: 0.80 eV
net charge: 0
gap between HOMO and LUMO: 11.0 eV
SMILES: [H]/N=C(\NC=O)OC


Record 2
Density functional theory data (wB97M-V/def2-TZVPD) for C6H24FN12O6Sr as an isolated structure in a non-equilibrium geometry.

Each line ends with the Mulliken charge.
Positions of all 50 atoms, in Å:
Sr: -31.042 10.833 27.261  1.8855
F: -29.201 12.591 27.298  -0.5845
C: -26.769 13.108 24.469  0.4710
O: -26.081 12.874 23.488  -0.6554
N: -26.997 14.320 25.007  -0.1518
N: -27.258 12.069 25.234  -0.2289
H: -27.705 14.354 25.718  0.0335
H: -26.585 15.115 24.550  0.2076
H: -26.932 11.151 24.977  0.2516
H: -27.896 12.065 26.025  0.1544
C: -24.968 11.974 28.402  0.5782
O: -24.138 11.947 29.309  -0.6833
N: -24.914 10.976 27.465  -0.3124
N: -25.831 12.974 28.104  -0.1294
H: -25.561 11.080 26.706  0.1788
H: -24.270 10.227 27.630  0.1852
H: -25.880 13.792 28.695  0.0479
H: -26.393 12.835 27.287  0.0416
C: -30.639 15.727 24.981  0.5219
O: -31.033 16.440 25.893  -0.6331
N: -30.603 16.110 23.679  -0.3769
N: -30.087 14.483 25.115  -0.2935
H: -30.223 15.543 22.947  0.1572
H: -31.152 16.910 23.409  0.2488
H: -29.992 14.113 26.051  0.0165
H: -29.428 14.093 24.468  0.3616
C: -29.275 11.211 30.401  0.6057
O: -29.966 10.626 29.532  -0.6142
N: -28.473 12.229 29.991  -0.0175
N: -29.178 10.935 31.709  -0.3759
H: -28.537 12.360 28.987  -0.2019
H: -27.829 12.519 30.703  0.1737
H: -28.793 11.677 32.264  0.1732
H: -29.632 10.159 32.155  0.2489
C: -27.889 15.599 29.510  0.5904
O: -27.087 14.813 30.008  -0.6536
N: -28.138 16.836 29.977  -0.4234
N: -28.625 15.268 28.400  -0.1270
H: -27.627 17.201 30.761  0.2566
H: -28.952 17.286 29.601  0.1474
H: -28.466 14.349 28.015  -0.2727
H: -29.442 15.825 28.215  0.2626
C: -32.276 13.568 29.231  0.5612
O: -32.116 12.463 28.673  -0.6576
N: -33.460 14.201 29.263  -0.3996
N: -31.291 14.182 29.924  -0.4000
H: -33.447 15.048 29.798  0.1496
H: -34.311 13.832 28.879  0.2304
H: -30.362 14.044 29.542  0.1909
H: -31.505 15.027 30.421  0.2606

DFT total energy: -1482.2558 Eh
E_LUMO: -4.47 eV
net charge: +1
gap between HOMO and LUMO: 6.6 eV


Record 3
Density functional theory data (wB97M-V/def2-TZVPD) for a 2-piece molecular cluster, C4H8O2 overall.

Each line ends with the Mulliken charge.
Positions of all 14 atoms, in Å:
O: -0.854 0.391 -0.471  -0.5446
C: -0.880 -0.839 0.347  -0.1725
C: -0.128 -1.560 -0.786  -0.5123
C: 0.510 -0.181 -0.546  -0.1879
O: 0.273 2.782 0.348  -0.6609
C: 0.466 -0.428 0.971  -0.4149
H: -0.381 2.081 0.175  0.3756
H: -1.826 -1.095 0.828  0.4503
H: -0.681 -1.663 -1.722  0.2530
H: 0.460 -2.444 -0.525  0.2554
H: 1.246 0.368 -1.134  0.4045
H: 0.232 3.339 -0.439  0.2864
H: 0.462 0.473 1.587  0.2326
H: 1.100 -1.224 1.369  0.2352

DFT total energy: -307.5859 Eh
E_LUMO: 1.02 eV
net charge: 0
gap between HOMO and LUMO: 11.0 eV


Record 4
Density functional theory data (wB97M-V/def2-TZVPD) for one molecule with the formula C12H9NO in a non-equilibrium geometry.

Each line ends with the Löwdin spin population.
Positions of all 23 atoms, in Å:
C: -1.550 -2.670 -3.094  0.0569
C: -2.042 2.282 0.681  0.0427
C: -0.760 2.428 -0.038  -0.0240
C: -2.377 1.040 1.296  0.0994
C: -0.034 1.247 -0.345  0.0469
C: -1.609 -0.008 0.883  0.6814
C: -0.530 -0.032 0.073  0.1298
C: 0.692 -1.557 -2.582  -0.0031
C: 1.268 -1.179 -1.407  0.2514
C: -0.553 -2.163 -2.288  0.2905
C: 0.271 -1.364 -0.349  0.0547
C: 0.770 -2.032 0.886  0.0222
N: -2.385 -3.078 -3.742  0.1496
O: -0.812 -2.152 -0.985  0.1610
H: -2.616 3.129 0.923  0.0061
H: -0.658 3.403 -0.427  -0.0012
H: -3.317 0.948 1.794  0.0135
H: 0.911 1.176 -0.889  0.0095
H: 1.208 -1.480 -3.548  -0.0056
H: 2.277 -0.742 -1.286  0.0120
H: 1.640 -2.703 0.572  0.0015
H: 0.187 -2.868 1.352  0.0028
H: 1.020 -1.098 1.530  0.0017

spin multiplicity: 3
DFT total energy: -592.4664 Eh
E_LUMO (alpha / beta): 0.66 / -0.92 eV
net charge: 0
<S²>: 2.036
gap between HOMO and LUMO (alpha / beta): 8.1 / 8.5 eV


Record 5
Density functional theory data (wB97M-V/def2-TZVPD) for a 3-piece molecular cluster, C2H9NO4 overall in a non-equilibrium geometry.

Each line ends with the Mulliken charge.
Positions of all 16 atoms, in Å:
O: -0.143 -1.067 -1.779  -0.6790
C: 0.719 -1.294 -0.891  0.0438
N: 0.559 -0.967 0.431  -0.0668
C: -0.774 -0.402 0.872  -0.7680
O: -0.874 1.025 0.897  -0.5501
H: 1.452 -2.100 -1.103  0.3520
H: 1.416 -0.739 0.971  0.3069
H: -1.450 -0.740 0.176  0.5723
H: -1.017 -0.765 1.823  0.3079
H: -1.310 1.273 0.032  0.4432
O: 2.055 0.917 2.024  -0.6903
H: 1.187 1.291 1.880  0.3242
H: 2.002 0.726 2.987  0.3370
O: -1.408 1.159 -1.787  -0.7107
H: -0.964 0.306 -1.910  0.4713
H: -1.932 1.417 -2.599  0.3065

DFT total energy: -437.3162 Eh
E_LUMO: 0.72 eV
net charge: 0
gap between HOMO and LUMO: 11.1 eV
SMILES: O=CNCO.O.O


Record 6
Density functional theory data (wB97M-V/def2-TZVPD) for C9H24N3O6Zr as an isolated structure in a non-equilibrium geometry.

Each line ends with the Mulliken charge.
Positions of all 43 atoms, in Å:
Zr: -2.309 0.032 1.210  2.2014
O: -1.727 1.109 2.827  -0.8046
H: -1.071 1.405 3.462  0.2921
O: -2.175 1.652 -0.018  -0.7210
H: -1.290 1.458 -0.371  0.3297
O: -0.495 -0.476 0.692  -0.7119
H: 0.427 -0.458 0.967  0.2935
C: -3.697 -1.128 -1.662  0.1429
O: -3.073 -1.004 -0.568  -0.6497
N: -4.975 -1.415 -1.804  0.1027
C: -5.871 -1.662 -0.695  -0.8455
C: -5.490 -1.719 -3.160  -0.9384
H: -3.159 -1.000 -2.598  0.4170
H: -5.372 -1.426 0.244  0.1806
H: -6.198 -2.696 -0.690  0.3641
H: -6.707 -0.965 -0.753  0.3712
H: -6.578 -1.726 -3.147  0.3401
H: -5.209 -0.937 -3.865  0.3722
H: -5.174 -2.689 -3.540  0.3489
C: 4.673 -0.782 -1.919  0.1798
O: 5.352 -0.412 -2.839  -0.5380
N: 3.337 -0.524 -1.776  0.0780
C: 2.579 -0.916 -0.591  -0.4108
C: 2.673 0.394 -2.697  -0.9316
H: 5.075 -1.404 -1.097  0.3033
H: 1.872 -1.714 -0.841  0.2819
H: 2.068 -0.034 -0.200  -0.2380
H: 3.253 -1.330 0.162  0.3306
H: 1.756 -0.058 -3.080  0.2885
H: 2.453 1.338 -2.188  0.2851
H: 3.337 0.605 -3.528  0.3237
C: 1.927 0.710 3.914  0.2831
O: 2.530 -0.094 4.598  -0.5868
N: 2.513 1.444 2.947  0.1406
C: 1.874 2.392 2.077  -0.7540
C: 3.933 1.335 2.802  -0.9975
H: 0.833 0.808 4.009  0.0951
H: 2.141 2.123 1.050  0.2493
H: 2.272 3.400 2.236  0.3877
H: 0.791 2.500 2.147  0.1574
H: 4.313 2.222 2.308  0.3912
H: 4.390 1.183 3.777  0.3601
H: 4.200 0.460 2.198  0.2360

DFT total energy: -1019.9471 Eh
E_LUMO: -4.68 eV
net charge: +1
gap between HOMO and LUMO: 6.8 eV